Below is a molecular structure, C41H32N11O3STi, with properties calculated with ωB97M-V/def2-TZVPD.

The HOMO-LUMO gap (alpha / beta) comes out at 4.3 / 4.3 eV. The LUMO energy (alpha / beta) is 2.04 / 2.04 eV. Its energy is -3657.54288 Ha. The value obtained for the HOMO energy (alpha / beta) is -0.0842 / -0.0834 Eh.

Geometry as ORCA input:
```
! RIJCOSX wB97M-V def2-TZVPD def2/J DEFGRID3
* xyz -1 1
Ti 0.08 -0.36 0.34
C 5.19 -0.48 -3.87
C 5.47 0.79 -3.36
C 4.68 1.35 -2.36
C 3.61 0.61 -1.89
C 2.61 0.92 -0.85
N 2.56 2.06 -0.26
C 1.56 2.35 0.66
C 1.38 3.62 1.25
C 2.08 4.84 1.11
C 1.61 5.94 1.79
C 0.46 5.85 2.64
C -0.21 4.66 2.80
C 0.24 3.53 2.08
C -0.23 2.21 2.01
N -1.29 1.74 2.72
C -1.55 0.45 2.80
N -0.87 -0.57 2.15
C -1.25 -1.77 2.72
N -0.65 -2.96 2.53
C 0.34 -3.14 1.69
N 0.82 -2.24 0.72
C 1.77 -2.89 -0.04
N 2.41 -2.51 -1.10
C 2.14 -1.20 -1.64
N 1.77 -0.15 -0.71
C 3.33 -0.64 -2.39
C 4.11 -1.22 -3.38
C 1.96 -4.25 0.52
C 2.82 -5.27 0.14
C 2.77 -6.46 0.85
C 1.86 -6.61 1.92
C 1.01 -5.59 2.28
C 1.07 -4.40 1.56
C -2.31 -1.53 3.66
C -3.06 -2.38 4.48
C -4.01 -1.82 5.31
C -4.22 -0.43 5.34
C -3.46 0.42 4.55
C -2.51 -0.14 3.70
N 0.56 1.51 1.11
H 5.81 -0.90 -4.65
H 6.32 1.34 -3.75
H 4.89 2.33 -1.95
H 2.96 4.90 0.47
H 2.12 6.89 1.70
H 0.13 6.73 3.18
H -1.07 4.58 3.45
H 3.89 -2.21 -3.75
H 3.51 -5.12 -0.68
H 3.43 -7.28 0.59
H 1.84 -7.55 2.46
H 0.31 -5.70 3.11
H -2.88 -3.45 4.46
H -4.61 -2.46 5.95
H -4.97 -0.02 6.00
H -3.60 1.49 4.58
C -1.21 4.78 -1.24
N -0.65 3.53 -1.77
C 0.60 3.63 -2.51
C -1.10 2.34 -1.36
O -0.59 1.26 -1.67
C -2.39 2.34 -0.56
O -2.75 1.02 -0.21
C -3.17 0.21 -1.25
C -2.34 -1.06 -1.34
O -1.32 -1.20 -0.67
N -2.77 -2.04 -2.11
C -3.68 -1.77 -3.23
C -1.93 -3.25 -2.27
H -0.75 5.61 -1.78
H -1.00 4.91 -0.18
H -2.29 4.84 -1.42
H 0.45 4.28 -3.37
H 0.90 2.64 -2.85
H 1.39 4.03 -1.87
H -3.18 2.82 -1.14
H -2.27 2.89 0.38
H -3.14 0.70 -2.22
H -4.20 -0.11 -1.05
H -4.55 -1.20 -2.91
H -4.04 -2.73 -3.61
H -3.15 -1.25 -4.03
H -1.29 -3.38 -1.40
H -1.31 -3.16 -3.16
H -2.59 -4.11 -2.37
S -0.06 -1.32 -5.22
C 0.61 -1.33 -3.74
N 0.99 -1.37 -2.64
*
```


Below is a molecular structure, C41H32NOP2PtS, with properties calculated with ωB97M-V/def2-TZVPD.

The HOMO-LUMO gap (alpha / beta) comes out at 8.0 / 4.8 eV. The calculation puts the energy above the lowest of the compared OMol25 structures with the same formula, charge and spin at 0.0 kJ/mol. The LUMO energy (alpha / beta) is -8.13 / -11.78 eV. Its energy is -2910.81421 Ha. The expectation value of S² is 6.046. The value obtained for the HOMO energy (alpha / beta) is -0.5920 / -0.6104 Eh.

Geometry as ORCA input:
```
! RIJCOSX wB97M-V def2-TZVPD def2/J DEFGRID3
* xyz 3 5
Pt -0.27 0.45 -0.45
S -0.34 1.43 -2.74
C -1.97 1.67 -2.29
C -2.97 2.22 -3.09
C -4.26 2.28 -2.56
C -4.49 1.80 -1.29
C -3.43 1.26 -0.53
N -2.21 1.21 -1.02
H -2.74 2.57 -4.08
H -5.07 2.70 -3.15
H -5.48 1.83 -0.85
H -3.58 0.87 0.47
O -0.08 -0.62 1.94
C 0.19 0.29 2.96
C -0.23 0.08 4.26
C 0.06 1.06 5.21
C 0.73 2.23 4.86
C 1.10 2.44 3.54
C 0.84 1.46 2.58
P 1.21 1.77 0.86
C 1.02 3.50 0.50
C -0.27 4.05 0.59
C -0.44 5.41 0.38
C 0.66 6.21 0.08
C 1.93 5.66 0.00
C 2.12 4.31 0.20
C 2.78 1.13 0.36
C 3.28 1.43 -0.92
C 4.49 0.90 -1.31
C 5.19 0.05 -0.46
C 4.69 -0.27 0.80
C 3.48 0.26 1.21
C 0.38 -1.94 1.95
C 1.07 -2.50 3.01
C 1.46 -3.83 2.91
C 1.19 -4.59 1.78
C 0.55 -4.00 0.71
C 0.14 -2.67 0.79
P -0.58 -1.90 -0.65
C -2.35 -2.12 -0.71
C -3.05 -2.39 0.47
C -4.43 -2.49 0.45
C -5.11 -2.32 -0.75
C -4.42 -2.04 -1.93
C -3.04 -1.93 -1.91
C 0.19 -2.52 -2.13
C -0.36 -3.58 -2.85
C 0.31 -4.09 -3.95
C 1.53 -3.54 -4.33
C 2.09 -2.48 -3.61
C 1.42 -1.97 -2.51
H -0.78 -0.81 4.53
H -0.27 0.91 6.23
H 0.96 2.97 5.61
H 1.59 3.37 3.26
H -1.11 3.43 0.85
H -1.43 5.85 0.46
H 0.52 7.27 -0.07
H 2.78 6.30 -0.22
H 3.12 3.89 0.15
H 2.74 2.10 -1.57
H 4.90 1.15 -2.28
H 6.14 -0.36 -0.77
H 5.25 -0.92 1.46
H 3.09 0.03 2.20
H 1.31 -1.94 3.90
H 2.00 -4.28 3.75
H 1.50 -5.63 1.73
H 0.38 -4.57 -0.19
H -2.51 -2.56 1.40
H -4.98 -2.73 1.35
H -6.19 -2.42 -0.78
H -4.96 -1.92 -2.86
H -2.50 -1.72 -2.83
H -1.31 -4.02 -2.55
H -0.11 -4.91 -4.51
H 2.05 -3.93 -5.19
H 3.04 -2.07 -3.91
H 1.87 -1.17 -1.94
*
```